# C9H12N2OS

A cluster of 2 separate species, C9H12N2OS in total (ωB97M-V/def2-TZVPD, the Open Molecules 2025 dataset).

Orbital gap ... 9.1 eV
E ... -25385.9328 eV

Structure (ORCA input):
```
! wB97M-V def2-TZVPD RIJCOSX def2/J DEFGRID3
* xyz 0 1
C -2.9886 1.5909 0.4645
C -2.0813 1.5652 -0.6348
C -2.8334 0.7012 1.4683
C -1.2560 0.4736 -0.8427
C -1.8722 -0.3324 1.2999
C -1.1373 -0.5748 0.1232
C 3.0754 0.1096 1.0097
C 2.5594 1.4245 0.3396
C 2.0638 0.7388 1.5326
N 1.0689 -1.9808 -2.6493
N -0.2206 -1.5519 -0.2055
O 2.0453 -2.5891 -0.5144
S 1.2796 -1.4502 -1.0161
H -3.6454 2.3784 0.6259
H -2.0766 2.4112 -1.3002
H -3.3800 0.7706 2.3428
H -0.6266 0.4403 -1.7158
H -1.8627 -1.2213 2.0073
H 1.0899 -3.0009 -2.7422
H 3.7139 -0.7290 0.9674
H 3.0448 2.3353 0.6036
H 2.0077 1.4926 -0.5545
H 1.4067 0.8020 2.3793
H 0.6592 -1.5303 -3.4479
H -0.0340 -2.2734 0.4592
*
```